## i
The following is a DFT calculation (ωB97M-V/def2-TZVPD) of one molecule with the formula C5H8ClOPS.

The spin multiplicity is 1. The structure (SMILES) is CC1=C[C@@H](C)O[P@@]1(=S)Cl. The HOMO-LUMO gap (alpha / beta) is 8.1 / 8.1 eV. The calculation puts the HOMO energy (alpha / beta) at -8.78 / -8.78 eV.

Cartesian coordinates (Å):
C (1.04727, -0.33180, 0.53645)
C (-0.23829, -1.09403, -0.19226)
C (0.63091, 0.91362, 1.08494)
C (-0.24304, -2.17675, -1.06928)
C (1.03490, 2.02019, 0.09736)
O (-0.77500, 0.98503, 1.29203)
P (-1.57946, -0.08004, 0.38972)
S (-3.24155, -0.81245, 1.10311)
Cl (-2.02439, 0.98611, -1.36903)
H (1.96639, -0.78748, 0.55139)
H (1.20980, 1.10444, 2.08816)
H (0.10409, -3.19750, -0.60663)
H (0.34812, -2.10576, -2.08493)
H (-1.23306, -2.35668, -1.29716)
H (2.08762, 2.11987, -0.13693)
H (0.43508, 2.95794, 0.43545)
H (0.47063, 1.85528, -0.82240)

---

## ii
The following is a DFT calculation (ωB97M-V/def2-TZVPD) of one molecule with the formula C5H8ClOPS.

The spin multiplicity is 1. The structure (SMILES) is CC1=C[C@@H](C)O[P@@]1(=S)Cl. The HOMO-LUMO gap is 9.0 eV. The calculation puts the HOMO energy at -9.01 eV.

Cartesian coordinates (Å):
C (0.06705, 0.08026, 0.73984)
C (-1.14366, 0.67467, 0.16379)
C (1.21726, 0.81368, 0.15374)
C (-2.54882, 0.20417, 0.51598)
C (1.89007, 0.14783, -0.99000)
O (0.86973, 2.15138, -0.32921)
P (-0.68641, 2.14299, -0.73048)
S (-1.41284, 3.90944, -0.45620)
Cl (-0.70526, 1.43932, -2.62315)
H (0.06357, -0.89027, 1.27038)
H (1.98562, 1.07837, 0.89431)
H (-3.21157, 0.61258, -0.19999)
H (-2.81998, 0.47530, 1.53144)
H (-2.61477, -1.00057, 0.49594)
H (2.07746, -0.82894, -0.69057)
H (2.74934, 0.83909, -1.25061)
H (1.14344, -0.00717, -1.79884)

---

Most stable to least stable, the ends of the list are ii and i.

---

## i
The following is a DFT calculation (ωB97M-V/def2-TZVPD) of C4H12N2P as an isolated structure.

The spin multiplicity is 1. The HOMO-LUMO gap is 9.0 eV. The calculation puts the HOMO energy at -12.73 eV. The net charge is +1.

Cartesian coordinates (Å):
C (0.52236, -1.48077, -2.85754)
C (0.16860, 1.05380, 0.90832)
C (0.40428, 2.41032, 1.47147)
C (-1.21267, 0.45391, 0.88911)
N (0.21974, -1.94953, -0.13576)
N (1.11923, 0.18849, 0.62478)
P (0.02784, -2.54484, -1.66042)
H (0.33566, -1.81303, -3.93326)
H (0.98965, -0.46739, -2.53265)
H (-0.05915, 3.17370, 0.76951)
H (1.43912, 2.69849, 1.64873)
H (-0.05084, 2.53463, 2.56884)
H (-2.19660, 1.01195, 0.98228)
H (-1.33928, -0.27182, 1.72593)
H (-1.36154, -0.28789, 0.05213)
H (0.02157, -2.53834, 0.67717)
H (2.07884, 0.39939, 0.82609)
H (0.82975, -0.84815, 0.29690)
H (-0.49738, -3.71268, -1.80145)

---

## ii
The following is a DFT calculation (ωB97M-V/def2-TZVPD) of an isolated ion of composition C4H12N2P and charge +1.

The spin multiplicity is 1. The structure (SMILES) is C=[N+](C)[C@@H](P)NC. The HOMO-LUMO gap is 9.2 eV. The calculation puts the HOMO energy at -13.53 eV. The net charge is +1.

Cartesian coordinates (Å):
C (0.13090, -2.40024, 0.99453)
C (-1.42886, 0.88801, 1.02673)
C (-0.49413, 2.23236, -0.71990)
C (0.11451, -0.24217, -0.51317)
N (-0.50542, -1.38422, -0.00199)
N (-0.66159, 0.99012, 0.03492)
P (2.20669, 0.36014, -0.19318)
H (0.97016, -1.98230, 1.53520)
H (-0.60352, -2.67209, 1.71083)
H (0.44892, -3.25369, 0.42092)
H (-1.49624, -0.14285, 1.37951)
H (-1.82876, 1.74754, 1.54484)
H (0.06923, 2.83536, 0.05002)
H (0.28818, 2.10734, -1.57533)
H (-1.43840, 2.65831, -0.99192)
H (2.16517, 1.17732, -1.25452)
H (0.06221, -0.33924, -1.59147)
H (-0.77369, -1.95549, -0.79303)
H (2.77466, -0.62421, -1.06297)

---

Most stable to least stable, the ends of the list are i and ii.

---

## i
The following is a DFT calculation (ωB97M-V/def2-TZVPD) of H2N5O2 as an isolated structure.

The spin multiplicity is 1. The HOMO-LUMO gap (alpha / beta) is 7.6 / 7.6 eV. The calculation puts the HOMO energy (alpha / beta) at -3.33 / -3.33 eV. The net charge is -1.

Cartesian coordinates (Å):
N (-0.12040, -1.49174, 1.04165)
N (0.54437, -1.16253, 0.15219)
N (0.59011, 0.88514, -0.87460)
N (-1.13992, -1.55670, 1.61382)
N (-0.32614, 1.58439, -1.24131)
O (-1.31429, -1.76906, 2.83706)
O (-0.33730, 2.66472, -1.90211)
H (0.52319, -0.13165, -0.45312)
H (1.58039, 0.97743, -1.17356)

---

## ii
The following is a DFT calculation (ωB97M-V/def2-TZVPD) of a 2-piece molecular cluster, H2N5O2 overall.

The spin multiplicity is 1. The HOMO-LUMO gap is 9.0 eV. The calculation puts the HOMO energy at -3.86 eV. The net charge is -1.

Cartesian coordinates (Å):
N (-0.29781, -1.29803, 0.50430)
N (0.33001, -0.54902, 1.33274)
N (0.01155, 0.73678, 1.12626)
N (-0.99633, -0.54315, -0.29938)
N (-0.77622, 0.78059, 0.12259)
O (-1.72078, -0.78242, -1.30195)
O (-1.27776, 1.78234, -0.43899)
H (2.37582, -0.42753, -0.49760)
H (2.35152, 0.30044, -0.54797)

---

Most stable to least stable, the ends of the list are ii and i.

---

## i
The following is a DFT calculation (ωB97M-V/def2-TZVPD) of C8H22CrFN2O2 as an isolated structure.

The spin multiplicity is 5. The HOMO-LUMO gap (alpha / beta) is 9.1 / 10.3 eV. The calculation puts the HOMO energy (alpha / beta) at -12.00 / -13.39 eV. As for the expectation value of S²: 6.011. The net charge is +1.

Cartesian coordinates (Å):
Cr (-0.90034, -0.24944, -1.03398)
F (-2.38947, -1.75561, -1.31454)
C (-3.45935, 1.98094, 1.70926)
C (-2.13898, 1.37829, 1.03971)
C (-1.84611, 0.02917, 1.70569)
O (-0.72077, -0.60599, 1.08639)
C (0.16508, -1.21301, 1.93993)
N (-2.28474, 1.27874, -0.43777)
H (-4.39734, 1.46595, 1.50173)
H (-3.63713, 2.99968, 1.36477)
H (-3.29642, 2.15139, 2.77345)
H (-1.33359, 2.09859, 1.18334)
H (-2.58618, -0.75472, 1.54470)
H (-1.58776, -0.00477, 2.76408)
H (1.08040, -1.46765, 1.40565)
H (-0.04459, -2.13830, 2.47655)
H (0.58746, -0.57077, 2.71273)
H (-3.25997, 1.29320, -0.70009)
H (-2.11322, 2.17400, -0.87273)
C (3.36342, 1.19472, -1.11556)
C (2.03042, 0.42242, -1.43762)
C (2.14797, -1.05147, -1.18673)
O (0.82214, -1.65167, -1.39661)
C (0.99664, -2.93733, -1.76101)
N (0.97863, 0.96180, -0.59376)
H (4.23046, 0.73960, -1.59432)
H (3.70944, 1.10064, -0.08623)
H (3.39897, 2.25413, -1.36950)
H (1.73753, 0.60126, -2.47219)
H (2.45902, -1.18686, -0.15086)
H (2.99703, -1.47534, -1.72295)
H (1.00658, -3.06069, -2.84396)
H (0.11397, -3.48165, -1.42529)
H (1.83229, -3.43741, -1.27140)
H (1.38413, 0.95928, 0.33126)
H (0.95436, 1.95899, -0.75222)

---

## ii
The following is a DFT calculation (ωB97M-V/def2-TZVPD) of C8H22CrFN2O2 as an isolated structure.

The spin multiplicity is 5. The HOMO-LUMO gap (alpha / beta) is 8.9 / 10.4 eV. The calculation puts the HOMO energy (alpha / beta) at -11.44 / -13.30 eV. As for the expectation value of S²: 6.010. The net charge is +1.

Cartesian coordinates (Å):
Cr (0.35084, 1.02649, -0.79607)
F (0.19168, 1.77950, -2.82645)
C (3.99725, -0.83487, 0.18143)
C (2.55220, -0.51978, 0.03347)
C (1.85765, -0.16227, 1.34833)
O (0.51474, 0.26844, 1.13069)
C (-0.26062, 0.26713, 2.33375)
N (2.42440, 0.45071, -0.99483)
H (4.53777, -1.06735, -0.73612)
H (4.19208, -1.63866, 0.89141)
H (4.51297, -0.01440, 0.68040)
H (2.08706, -1.44104, -0.31728)
H (2.36175, 0.73472, 1.70806)
H (2.03661, -0.96532, 2.06330)
H (-1.31610, 0.51112, 2.21326)
H (-0.01670, 1.04592, 3.05631)
H (-0.23814, -0.74699, 2.73269)
H (2.99186, 0.03500, -1.71959)
H (2.99901, 1.22066, -0.68322)
C (-2.20322, -1.78733, -0.09974)
C (-2.03722, -0.89295, -1.36183)
C (-2.62506, 0.48614, -1.17802)
O (-1.79547, 1.24697, -0.25150)
C (-2.45652, 2.33122, 0.50659)
N (-0.57929, -0.77205, -1.64442)
H (-2.10823, -2.84571, -0.34244)
H (-3.17652, -1.61056, 0.35802)
H (-1.45470, -1.59346, 0.66853)
H (-2.50038, -1.36449, -2.22856)
H (-3.62698, 0.43164, -0.75224)
H (-2.66064, 1.05057, -2.10982)
H (-3.13670, 1.86763, 1.22111)
H (-3.09227, 2.97589, -0.10031)
H (-1.69548, 2.83527, 1.10228)
H (-0.42051, -0.61563, -2.62952)
H (-0.20702, -1.69218, -1.45768)

---

Most stable to least stable, the ends of the list are ii and i.

---

## i
The following is a DFT calculation (ωB97M-V/def2-TZVPD) of a 2-piece molecular cluster, C3H9NO2 overall.

The spin multiplicity is 2. The HOMO-LUMO gap (alpha / beta) is 9.9 / 3.9 eV. The calculation puts the HOMO energy (alpha / beta) at -13.89 / -13.30 eV. As for the expectation value of S²: 0.755. The net charge is +1.

Cartesian coordinates (Å):
C (2.16168, 0.77295, 1.02794)
C (0.87836, 1.34015, 0.56669)
O (0.33798, 0.93328, -0.45912)
N (0.26852, 2.22469, 1.37451)
H (2.80751, 1.42860, 1.60133)
H (2.71792, 0.31300, 0.21433)
H (-0.59012, 2.65307, 1.03502)
H (0.64639, 2.66489, 2.20176)
H (1.84725, -0.07445, 1.65225)
C (-1.91229, -2.33145, -1.27485)
O (-1.19395, -1.41584, -2.11675)
H (-1.81789, -0.84061, -2.57174)
H (-2.72706, -2.75405, -1.86291)
H (-1.18407, -3.09693, -1.02184)
H (-2.24023, -1.81731, -0.36662)

---

## ii
The following is a DFT calculation (ωB97M-V/def2-TZVPD) of a 2-piece molecular cluster, C3H9NO2 overall.

The spin multiplicity is 2. The HOMO-LUMO gap (alpha / beta) is 9.6 / 4.6 eV. The calculation puts the HOMO energy (alpha / beta) at -13.98 / -13.97 eV. As for the expectation value of S²: 0.756. The net charge is +1.

Cartesian coordinates (Å):
C (0.37031, -0.93992, 2.23596)
N (-0.45380, 0.02340, 1.49663)
C (0.27282, 0.66952, 0.35876)
C (-0.69401, 1.02659, -0.82576)
O (-0.49872, 1.23782, -1.99371)
H (0.82965, -1.56423, 1.52493)
H (-0.29839, -1.57926, 2.95448)
H (1.16126, -0.43196, 2.91223)
H (-0.92538, 0.68175, 2.09075)
H (0.77024, 1.65232, 0.46092)
H (1.17415, -0.00423, 0.14025)
H (-1.78992, 0.70942, -0.59018)
H (0.44808, -0.18580, -4.14198)
H (-0.14150, -0.54313, -2.82300)
O (-0.22479, -0.75227, -3.80030)

---

Most stable to least stable, the ends of the list are i and ii.

---

## i
The following is a DFT calculation (ωB97M-V/def2-TZVPD) of a 2-piece molecular cluster, C4H11NO3 overall.

The spin multiplicity is 2. The HOMO-LUMO gap (alpha / beta) is 10.4 / 5.4 eV. The calculation puts the HOMO energy (alpha / beta) at -13.64 / -13.64 eV. As for the expectation value of S²: 0.754. The net charge is +1.

Cartesian coordinates (Å):
C (1.14644, 0.20938, -1.71629)
C (-0.04921, -0.66088, -1.29815)
N (-0.17706, -0.68390, 0.14698)
C (0.69498, -1.49640, 0.93003)
C (0.52983, -1.26742, 2.42793)
O (-0.32030, -0.26125, 2.68214)
O (1.09256, -1.93131, 3.23240)
H (1.06915, 0.52893, -2.75245)
H (2.10309, -0.32641, -1.69334)
H (1.16018, 1.08788, -1.08056)
H (0.07238, -1.69076, -1.62109)
H (-0.98243, -0.23056, -1.67387)
H (-0.30734, 0.25697, 0.53028)
H (0.45256, -2.53633, 0.69659)
H (1.71961, -1.33238, 0.63761)
H (-0.40387, -0.13804, 3.64265)
H (-2.85386, 3.97319, -5.00943)
H (-1.47676, 4.31067, -4.72354)
O (-2.34283, 4.74035, -4.70330)

---

## ii
The following is a DFT calculation (ωB97M-V/def2-TZVPD) of a 2-piece molecular cluster, C4H11NO3 overall.

The spin multiplicity is 2. The HOMO-LUMO gap (alpha / beta) is 11.5 / 5.7 eV. The calculation puts the HOMO energy (alpha / beta) at -14.76 / -14.70 eV. As for the expectation value of S²: 0.770. The net charge is +1.

Cartesian coordinates (Å):
C (-0.02140, -1.25978, 0.84099)
N (-0.09621, 0.11803, 0.27033)
C (-1.28634, 0.80419, 0.06412)
O (-2.28189, 0.20031, 0.79386)
O (-1.38490, 1.62290, -0.82248)
C (1.35407, -1.61794, 1.52453)
C (2.68952, -1.83284, 0.73377)
H (-0.87753, -1.31929, 1.55616)
H (-0.20910, -2.05432, 0.17734)
H (0.63974, 0.18805, -0.45188)
H (-3.21117, 0.73103, 0.64620)
H (1.30067, -2.65013, 1.75843)
H (1.49621, -0.95248, 2.30901)
H (2.97177, -0.91524, 0.29649)
H (3.53291, -2.08531, 1.32324)
H (2.47752, -2.48148, -0.15692)
H (0.25300, 2.16809, -3.63249)
H (0.97868, 2.72063, -2.52838)
O (0.53000, 1.83459, -2.74264)

---

Most stable to least stable, the ends of the list are i and ii.